This record from the OMol25 dataset describes one molecule with the formula C5H8O. The level of theory is wB97M-V/def2-TZVPD.

The SMILES is CC1(C=O)CC1. Its largest force on an atom is 0.0121 Eh/bohr. Its LUMO energy is 0.96 eV. The orbital gap comes out at 10.59 eV. For the energy above the lowest of the compared OMol25 structures with the same formula, charge and spin, the calculation gives 1.684 eV. As for the total charge: 0. Its molar mass is 84.1 u.

XYZ file:
```
14
Properties=species:S:1:pos:R:3:forces:R:3:mulliken_charge:R:1
C 1.23452 0.59343 0.81686 0.003 0.097 -0.114 -1.39
C 0.07630 -0.12327 0.12728 0.225 -0.009 -0.093 1.15
C 0.45920 -1.44795 -0.43496 0.193 -0.115 -0.010 -0.38
O 1.56624 -1.62289 -0.89241 -0.334 -0.355 0.384 -0.53
C -1.31721 0.36541 0.41903 -0.118 -0.064 0.146 -0.50
C -0.88073 0.34807 -0.99685 -0.032 0.181 -0.194 -0.83
H 0.99627 0.69440 1.88441 0.008 0.028 -0.271 0.32
H 1.47612 1.58721 0.43208 -0.150 -0.078 -0.086 0.31
H 2.13504 -0.02251 0.73891 -0.137 0.185 -0.116 0.38
H -0.33347 -2.21158 -0.56540 -0.022 0.037 0.091 0.43
H -2.12997 -0.26402 0.76708 0.111 -0.076 -0.154 0.25
H -1.29506 1.35492 0.87120 -0.028 -0.267 0.158 0.27
H -1.31594 -0.47489 -1.57018 0.298 0.271 -0.015 0.23
H -0.67130 1.22367 -1.59705 -0.017 0.163 0.275 0.27
```
Forces are in eV/Å.

This record from the OMol25 dataset describes one molecule with the formula C5H8O. The level of theory is wB97M-V/def2-TZVPD.

The SMILES is CC1(C=O)CC1. Its largest force on an atom is 0.0088 Eh/bohr. Its LUMO energy is 0.98 eV. The orbital gap comes out at 10.81 eV. For the energy above the lowest of the compared OMol25 structures with the same formula, charge and spin, the calculation gives 1.077 eV. As for the total charge: 0. Its molar mass is 84.1 u.

XYZ file:
```
14
Properties=species:S:1:pos:R:3:forces:R:3:mulliken_charge:R:1
C 1.39717 0.28626 0.63992 0.022 -0.022 0.045 -1.36
C 0.05164 0.15171 -0.04665 0.112 0.179 0.000 1.19
C -0.46496 1.37726 -0.71522 0.099 0.157 0.020 -0.19
O 0.05510 2.46635 -0.66254 -0.194 -0.403 -0.066 -0.51
C -0.37035 -1.15661 -0.68469 0.021 -0.091 -0.187 -0.79
C -1.04037 -0.71029 0.56413 -0.137 0.032 0.105 -0.69
H 2.04786 -0.56543 0.41690 -0.119 0.111 0.068 0.34
H 1.89196 1.19917 0.29455 -0.075 -0.163 0.044 0.37
H 1.28266 0.36123 1.72578 0.048 0.010 -0.136 0.30
H -1.40857 1.22573 -1.29079 0.091 0.029 0.108 0.29
H -0.93299 -1.11068 -1.61391 0.066 -0.010 0.148 0.25
H 0.34362 -1.97353 -0.62847 -0.090 0.180 -0.001 0.26
H -0.78590 -1.19485 1.50182 -0.022 0.051 -0.157 0.26
H -2.06687 -0.35631 0.49919 0.178 -0.059 0.008 0.27
```
Forces are in eV/Å.

This record from the OMol25 dataset describes C5H8O as an isolated structure. The level of theory is wB97M-V/def2-TZVPD.

Its largest force on an atom is 0.0069 Eh/bohr. Its LUMO energy is 1.12 eV. The orbital gap comes out at 10.17 eV. For the energy above the lowest of the compared OMol25 structures with the same formula, charge and spin, the calculation gives 3.249 eV. As for the total charge: 0. Its molar mass is 84.1 u.

XYZ file:
```
14
Properties=species:S:1:pos:R:3:forces:R:3:mulliken_charge:R:1
C 0.92088 0.55744 1.24555 0.054 0.082 0.078 -0.43
C 1.43093 1.38677 2.14843 -0.044 -0.076 -0.081 -0.49
C -0.36177 -0.57218 -1.94499 0.032 -0.127 0.048 -0.42
C -1.49581 -0.09294 -1.07588 -0.194 0.294 -0.031 -0.18
O -1.32290 -1.30092 -0.26569 -0.009 -0.072 0.024 -0.38
C -0.30061 -1.62974 -1.13282 0.149 -0.090 -0.145 -0.20
H 1.23092 0.58559 0.20262 -0.014 0.028 0.182 0.19
H 0.16924 -0.18806 1.49664 0.137 0.135 0.019 0.24
H 1.12603 1.35604 3.19184 0.021 -0.010 -0.157 0.24
H 2.17852 2.13082 1.88302 -0.107 -0.118 0.022 0.24
H -1.31836 0.79688 -0.46411 -0.023 -0.118 -0.099 0.25
H -2.49551 -0.07630 -1.51804 0.134 0.004 0.055 0.26
H 0.26385 -2.54603 -0.99752 -0.064 0.146 -0.052 0.37
H 0.15310 -0.21146 -2.82130 -0.071 -0.078 0.137 0.32
```
Forces are in eV/Å.

This record from the OMol25 dataset describes one molecule with the formula C5H8O. The level of theory is wB97M-V/def2-TZVPD.

Its largest force on an atom is 0.0095 Eh/bohr. Its LUMO energy is 1.06 eV. The orbital gap comes out at 8.84 eV. For the energy above the lowest of the compared OMol25 structures with the same formula, charge and spin, the calculation gives 5.449 eV. As for the total charge: 0. Its molar mass is 84.1 u.

XYZ file:
```
14
Properties=species:S:1:pos:R:3:forces:R:3:mulliken_charge:R:1
C -0.00599 0.45397 1.94444 0.002 0.052 0.067 -0.95
C 0.15253 1.08442 0.57036 0.226 0.147 0.407 -0.19
C -0.86570 0.01009 -0.95696 -0.362 -0.048 -0.154 -0.40
C 0.21839 -0.54152 -1.82905 0.070 -0.046 -0.092 -0.69
C 0.63947 -0.38916 -0.41650 0.093 -0.418 -0.099 0.17
O 1.40803 0.66468 0.00399 -0.165 0.115 0.024 -0.30
H -1.05837 0.25049 2.17709 0.192 0.109 -0.076 0.28
H 0.31822 1.26991 2.60340 -0.097 -0.121 0.036 0.32
H 0.60951 -0.42762 2.18124 -0.069 0.139 -0.126 0.32
H -1.61540 -0.67647 -0.57642 0.114 0.045 -0.090 0.29
H -1.24277 0.99122 -1.20388 0.146 -0.183 0.088 0.27
H 0.11350 -1.56426 -2.17879 0.075 0.144 0.049 0.24
H 0.67257 0.15089 -2.53180 -0.112 -0.108 0.095 0.27
H 0.65600 -1.27666 0.21290 -0.113 0.172 -0.130 0.37
```
Forces are in eV/Å.

This record from the OMol25 dataset describes C5H8O as an isolated structure. The level of theory is wB97M-V/def2-TZVPD.

Its largest force on an atom is 0.0075 Eh/bohr. Its LUMO energy is 1.14 eV. The orbital gap comes out at 10.17 eV. For the energy above the lowest of the compared OMol25 structures with the same formula, charge and spin, the calculation gives 2.317 eV. As for the total charge: 0. Its molar mass is 84.1 u.

XYZ file:
```
14
Properties=species:S:1:pos:R:3:forces:R:3:mulliken_charge:R:1
C 1.10734 0.80973 1.29322 -0.064 0.049 -0.077 -1.34
C 0.21122 0.09670 0.31533 0.363 0.086 0.098 0.93
C 0.68422 -0.50835 -0.97675 0.133 -0.129 -0.040 -0.78
C -0.59955 0.26564 -0.97105 -0.149 0.167 -0.098 -0.27
C -1.61979 -0.61090 -0.26304 -0.256 -0.084 -0.189 -0.36
O -0.81527 -0.67573 0.93117 0.073 -0.228 0.077 -0.45
H 0.59518 1.58605 1.86835 -0.040 -0.080 -0.167 0.29
H 1.45515 0.05230 2.01023 -0.094 0.109 -0.174 0.33
H 1.99855 1.23465 0.82187 -0.241 -0.023 -0.053 0.34
H 0.65295 -1.57524 -1.18865 0.085 0.046 0.205 0.20
H 1.52464 0.03032 -1.41057 -0.101 -0.140 0.063 0.24
H -0.83913 1.06040 -1.67146 0.157 0.034 0.324 0.39
H -1.76061 -1.62122 -0.66727 -0.062 0.194 -0.129 0.21
H -2.59489 -0.14435 -0.09138 0.195 0.000 0.160 0.26
```
Forces are in eV/Å.

This record from the OMol25 dataset describes one molecule with the formula C5H8O. The level of theory is wB97M-V/def2-TZVPD.

The SMILES is CC#CCOC. Its largest force on an atom is 0.0105 Eh/bohr. Its LUMO energy is 0.97 eV. The orbital gap comes out at 10.53 eV. For the energy above the lowest of the compared OMol25 structures with the same formula, charge and spin, the calculation gives 2.507 eV. As for the total charge: 0. Its molar mass is 84.1 u.

XYZ file:
```
14
Properties=species:S:1:pos:R:3:forces:R:3:mulliken_charge:R:1
C -1.71459 -1.94088 1.03982 -0.011 -0.073 0.011 -1.24
C -0.99669 -0.68364 0.82949 0.255 0.474 -0.042 0.68
C -0.38580 0.34245 0.66173 -0.184 -0.478 0.023 -0.07
C 0.43624 1.53492 0.38370 -0.202 0.118 0.144 -0.62
O 1.66963 1.22270 -0.22074 0.050 0.009 0.035 -0.38
C 1.55646 0.63538 -1.50371 -0.020 -0.116 -0.254 -0.68
H -1.13629 -2.61000 1.68476 -0.091 0.098 -0.076 0.29
H -2.68725 -1.76875 1.51204 0.157 0.003 -0.084 0.30
H -1.88179 -2.45269 0.08681 -0.004 0.080 0.133 0.29
H 0.67911 2.05359 1.31728 -0.053 -0.113 -0.142 0.30
H -0.13833 2.23704 -0.24199 0.070 -0.117 0.076 0.33
H 2.05686 1.27607 -2.23875 -0.038 -0.095 0.095 0.25
H 2.03241 -0.35300 -1.50402 -0.073 0.188 0.015 0.23
H 0.51004 0.50682 -1.80640 0.144 0.022 0.066 0.33
```
Forces are in eV/Å.

This record from the OMol25 dataset describes one molecule with the formula C5H8O at a distorted geometry. The level of theory is wB97M-V/def2-TZVPD.

The SMILES is CC(=O)C1CC1. Its largest force on an atom is 0.0689 Eh/bohr. Its LUMO energy is 1.04 eV. The orbital gap comes out at 10.67 eV. For the energy above the lowest of the compared OMol25 structures with the same formula, charge and spin, the calculation gives 1.182 eV. As for the total charge: 0. Its molar mass is 84.1 u.

XYZ file:
```
14
Properties=species:S:1:pos:R:3:forces:R:3:mulliken_charge:R:1
C 1.62615 -1.41771 -0.32230 1.234 2.222 2.468 -1.15
C 0.23480 -0.96179 -0.23655 -1.097 0.996 -0.158 0.66
O -0.70893 -1.71179 -0.32743 -0.201 0.036 0.074 -0.58
C 0.03490 0.53854 0.04695 -0.038 -0.723 -0.370 -0.11
C -1.24556 1.12550 -0.50028 -0.080 0.140 -0.362 -0.58
C -1.10763 0.94739 0.96137 0.102 -0.273 0.243 -0.56
H 2.21657 -0.79141 -0.99197 -0.083 -0.272 -0.358 0.34
H 1.95697 -0.93291 0.71808 0.028 -1.727 -1.712 0.27
H 1.76187 -2.47964 -0.43978 0.092 -0.145 0.138 0.31
H 0.91346 1.17850 0.03101 -0.074 -0.221 0.032 0.40
H -1.88351 0.42603 -1.03314 0.089 0.127 0.107 0.25
H -1.19162 2.12917 -0.91039 -0.033 -0.152 0.061 0.24
H -0.95358 1.82222 1.58504 0.001 -0.149 -0.093 0.26
H -1.65389 0.12788 1.41939 0.060 0.140 -0.070 0.24
```
Forces are in eV/Å.

This record from the OMol25 dataset describes a 2-piece molecular cluster, C5H8O overall. The level of theory is wB97M-V/def2-TZVPD.

Its largest force on an atom is 0.0064 Eh/bohr. Its LUMO energy is 0.90 eV. The orbital gap comes out at 9.60 eV. For the energy above the lowest of the compared OMol25 structures with the same formula, charge and spin, the calculation gives 5.206 eV. As for the total charge: 0. Its molar mass is 84.1 u.

XYZ file:
```
14
Properties=species:S:1:pos:R:3:forces:R:3:mulliken_charge:R:1
C 0.37704 -1.24369 0.10407 -0.025 -0.191 0.085 -0.68
C 0.59307 -0.41613 -1.11603 0.028 0.010 -0.206 -0.67
C 0.23322 0.24976 0.18174 -0.113 0.068 0.020 0.78
C -1.03243 1.00171 0.46204 0.311 0.043 0.093 -0.46
O -0.36067 1.89967 1.19494 -0.209 0.009 -0.038 -0.21
C 0.94979 1.28988 1.01707 0.245 -0.012 0.034 -0.33
H -0.53668 -1.82562 0.18414 0.145 0.117 -0.021 0.26
H 1.24607 -1.67869 0.59073 -0.132 0.097 -0.079 0.25
H 1.61032 -0.28217 -1.47448 -0.162 -0.009 0.087 0.25
H -0.17200 -0.41675 -1.88727 0.116 -0.003 0.143 0.27
H -2.80166 -0.47945 -0.67976 -0.067 -0.087 -0.064 -0.25
H -3.10194 -1.04893 -1.06025 0.017 0.034 0.022 0.28
H 1.63047 1.97569 0.50474 -0.094 -0.104 0.059 0.26
H 1.36540 0.97472 1.97834 -0.060 0.029 -0.136 0.26
```
Forces are in eV/Å.

This record from the OMol25 dataset describes one molecule with the formula C5H8O. The level of theory is wB97M-V/def2-TZVPD.

The SMILES is C1CC1[C@H]1CO1. Its largest force on an atom is 0.0096 Eh/bohr. Its LUMO energy is 1.21 eV. The orbital gap comes out at 11.19 eV. For the energy above the lowest of the compared OMol25 structures with the same formula, charge and spin, the calculation gives 2.229 eV. As for the total charge: 0. Its molar mass is 84.1 u.

XYZ file:
```
14
Properties=species:S:1:pos:R:3:forces:R:3:mulliken_charge:R:1
C 1.16868 0.23581 -1.34315 -0.036 0.113 -0.127 -0.60
C 1.24735 -1.01944 -0.52608 0.045 -0.223 0.061 -0.61
C 0.49035 0.16533 0.00252 -0.041 0.043 0.210 -0.10
C -0.99288 0.11728 0.18138 0.157 -0.292 -0.079 0.12
C -1.61705 0.41733 1.46962 -0.017 -0.187 0.298 -0.48
O -1.60594 1.37675 0.42319 -0.091 0.168 -0.096 -0.42
H 0.57117 0.22591 -2.25081 -0.004 -0.031 0.213 0.25
H 2.06265 0.85184 -1.41046 -0.224 -0.098 0.036 0.23
H 2.18599 -1.28242 -0.04842 -0.133 0.042 -0.103 0.24
H 0.66619 -1.87032 -0.87267 0.069 0.131 0.089 0.24
H 0.97603 0.74872 0.78236 -0.033 -0.137 -0.074 0.32
H -1.56445 -0.58490 -0.42730 0.185 0.278 -0.362 0.33
H -2.61079 0.02475 1.68658 0.228 -0.052 0.047 0.26
H -0.97730 0.59336 2.33322 -0.105 0.246 -0.113 0.22
```
Forces are in eV/Å.